{"formula": "C4H25NO10", "method": "the ωB97M-V functional and the def2-TZVPD basis", "elements": ["C", "C", "O", "C", "C", "N", "O", "H", "H", "H", "H", "H", "H", "H", "H", "H", "O", "H", "H", "O", "H", "H", "O", "H", "H", "O", "H", "H", "O", "H", "H", "O", "H", "H", "O", "H", "H", "O", "H", "H"], "positions_angstrom": [[-2.546679, 0.711166, -0.228956], [-1.137538, 0.668097, 0.363011], [-0.091753, 0.293250, -0.575920], [-0.898663, 2.048357, 0.992969], [0.312468, 2.207341, 1.919690], [1.418173, 2.841836, 1.388156], [0.249126, 1.883348, 3.106942], [-3.246715, 0.337980, 0.518120], [-2.938284, 1.711282, -0.400589], [-2.766479, -0.009982, -1.038289], [-1.027064, -0.147667, 1.057518], [-0.431521, 0.220710, -1.437488], [-1.007484, 2.843959, 0.251530], [-1.713733, 2.176956, 1.702298], [1.531499, 2.912074, 0.395030], [2.234784, 2.921041, 1.914417], [1.113149, -1.861188, -1.988934], [1.210422, -2.829040, -1.990252], [0.337121, -1.780747, -2.529495], [3.668681, 1.447476, -1.783122], [3.563948, 0.489183, -1.974155], [4.288616, 1.759184, -2.399718], [-2.925671, -0.853640, 2.832419], [-2.515115, -1.453279, 3.420173], [-3.076482, -1.231955, 1.968220], [-0.213089, -4.178126, -0.946501], [-0.121807, -3.351759, -0.433317], [0.015445, -4.788382, -0.272119], [1.887031, -1.617106, 0.676771], [2.420103, -0.880944, 0.844637], [1.529137, -1.434896, -0.203460], [-1.581015, -1.435886, -2.871940], [-1.570829, -1.109689, -3.724855], [-2.176890, -2.223765, -2.701635], [0.006686, -2.635382, 2.952783], [-0.126687, -1.713192, 3.255280], [0.196638, -2.477749, 2.034748], [2.165258, 3.809013, -1.510798], [2.703505, 3.053503, -1.404001], [1.261707, 3.678619, -1.179167]], "forces_ev_per_a": [[-0.84, -1.19, 0.37], [0.60, 0.15, -1.07], [0.38, 1.02, 1.71], [0.15, -0.44, 0.85], [0.54, 0.23, 0.67], [-2.05, -0.71, -0.62], [0.16, 0.17, -1.44], [0.06, 0.10, 0.49], [0.35, 0.07, -0.62], [0.63, 0.70, -0.12], [-0.42, 0.15, 0.90], [-0.86, -0.13, -1.70], [0.34, -0.13, -0.12], [-0.26, 0.06, -0.01], [0.00, -0.04, 0.06], [1.22, 0.05, 1.08], [0.93, -0.89, 0.03], [0.30, 0.23, 0.19], [-1.03, 0.50, -0.34], [-1.23, -1.66, 1.13], [-0.04, 0.97, 0.23], [1.37, 0.62, -1.35], [-0.84, 1.82, -0.57], [0.62, -1.33, 0.49], [0.20, -0.60, 0.11], [-0.18, 1.58, -0.14], [-0.15, -0.10, -0.62], [0.31, -1.46, 0.80], [-1.23, -1.79, -0.39], [1.25, 1.74, 0.70], [-0.23, 0.03, -0.21], [-0.44, -2.00, 3.70], [-0.63, 0.46, -2.90], [1.08, 1.56, -1.00], [-0.65, 0.87, 0.78], [0.21, -0.69, 0.06], [0.60, -0.01, -0.79], [-1.40, 2.18, -0.10], [0.48, -1.86, 0.19], [0.70, -0.23, -0.46]], "charge": 0, "e_homo_ev": -9.620, "homo_lumo_gap_ev": 9.52, "de_lowest_kj_mol": 249.66, "smiles": "C[C@@H](O)CC(N)=O.O.O.O.O.O.O.O.O", "total_energy_ha": -974.54729}

{"formula": "C4H25NO10", "method": "the ωB97M-V functional and the def2-TZVPD basis", "elements": ["C", "C", "C", "O", "N", "C", "O", "H", "H", "H", "H", "H", "H", "H", "H", "H", "O", "H", "H", "O", "H", "H", "O", "H", "H", "O", "H", "H", "O", "H", "H", "O", "H", "H", "O", "H", "H", "O", "H", "H"], "positions_angstrom": [[-2.490522, -2.753784, -0.267409], [-2.058631, -1.336851, -0.299237], [-1.227165, -0.897756, -1.482428], [-0.656906, -1.588507, -2.344417], [-1.047453, 0.486578, -1.488122], [-1.655884, 1.451404, -0.571890], [-1.105487, 1.510315, 0.775168], [-1.589379, -3.347059, -0.210382], [-2.995799, -3.154912, 0.582763], [-2.921824, -2.969106, -1.261446], [-1.544326, -0.935796, 0.619396], [-3.032287, -0.824726, -0.378610], [-0.566212, 0.715716, -2.348140], [-1.702355, 2.402906, -0.975525], [-2.621860, 1.029174, -0.318385], [-0.173301, 1.690094, 0.748012], [-1.413539, 0.042265, 4.153323], [-0.564985, -0.129211, 3.981374], [-1.527724, 0.981197, 3.555862], [0.635352, -1.118279, 2.723110], [0.882570, -0.996509, 1.769319], [0.229154, -1.873661, 2.975331], [2.166274, 3.095391, -0.920793], [2.965743, 3.510401, -1.169328], [1.970330, 2.314096, -1.505247], [0.399403, 2.068691, 3.035269], [1.043384, 1.502839, 2.841184], [0.655624, 2.886813, 2.589095], [1.599539, -2.614432, -0.153958], [2.146212, -3.505543, -0.221909], [0.824647, -2.808072, -0.759495], [1.735239, 1.542613, 0.911192], [2.077625, 2.334869, 0.570322], [1.896290, 0.950832, 0.199443], [2.193305, -0.216579, -1.051811], [1.705694, -0.190188, -1.905872], [2.067526, -1.161583, -0.683511], [1.197370, 0.888522, -3.653750], [0.853793, -0.016880, -3.620676], [1.650562, 1.034717, -4.437822]], "forces_ev_per_a": [[1.88, -1.40, -1.42], [-0.82, 1.02, 0.83], [0.57, 1.40, 0.32], [-0.59, 0.42, 1.04], [0.09, -1.32, -0.48], [0.29, -2.79, 2.47], [-1.34, -0.43, -1.70], [0.54, -0.58, -0.36], [-1.13, 0.53, 0.43], [-0.29, -0.33, 0.76], [-0.58, -0.48, -0.72], [0.54, 0.60, 0.12], [0.01, 0.96, 0.35], [-0.02, 1.73, -1.17], [-0.46, 0.64, -0.46], [1.30, 0.18, 0.11], [-6.17, 5.12, -1.30], [5.32, -1.07, -1.15], [0.59, -3.99, 2.54], [2.92, 4.68, -1.91], [-0.72, -0.95, 1.54], [-1.91, -3.86, 0.26], [-1.66, -0.84, -0.82], [1.29, 0.42, -0.83], [0.67, 1.23, 0.58], [-4.20, 4.39, 1.87], [4.15, -3.81, -1.40], [-0.19, -0.31, 0.21], [0.24, -3.60, -1.09], [-1.53, 2.85, 0.33], [0.97, 0.44, 0.79], [-1.06, -1.23, 2.40], [0.75, 1.90, -0.58], [0.35, -1.48, -1.19], [-0.48, -1.28, -0.47], [0.62, -0.05, 1.01], [0.28, 1.57, -0.77], [-1.52, -0.39, 2.78], [0.07, 0.03, -0.58], [1.23, 0.11, -2.32]], "charge": 0, "e_homo_ev": -9.670, "homo_lumo_gap_ev": 9.68, "de_lowest_kj_mol": 371.10, "smiles": "CCC(=O)NCO.O.O.O.O.O.O.O.O", "total_energy_ha": -974.50104}

{"formula": "C4H25NO10S", "method": "the ωB97M-V functional and the def2-TZVPD basis", "elements": ["O", "C", "C", "C", "S", "N", "C", "O", "H", "H", "H", "H", "H", "H", "H", "H", "H", "O", "H", "H", "O", "H", "H", "O", "H", "H", "O", "H", "H", "O", "H", "H", "O", "H", "H", "O", "H", "H", "O", "H", "H"], "positions_angstrom": [[1.347450, -0.166068, 1.093997], [0.666873, -1.078639, 0.616946], [-0.531840, -1.547202, 1.318445], [-0.808299, -0.530503, 2.359116], [-2.551778, -0.288031, 3.078338], [0.933242, -1.659032, -0.604084], [0.203587, -2.845693, -1.275860], [-0.991860, -2.520678, -1.977451], [-0.174421, -2.619929, 1.545394], [-1.382183, -1.551813, 0.610687], [-0.170735, -0.551812, 3.280869], [-0.479851, 0.496349, 2.113890], [-3.365217, -0.901394, 2.216946], [2.021408, -1.576896, -0.933608], [0.046801, -3.750235, -0.618549], [0.743206, -3.403262, -2.162164], [-1.077243, -1.562635, -1.763123], [-1.256543, 0.927660, -1.508697], [-1.010667, 1.515792, -2.305367], [-0.957142, 1.253843, -0.605994], [3.525544, 1.605111, 2.482389], [3.686032, 1.205393, 1.736204], [2.559850, 1.373531, 2.623965], [-1.426578, 3.776196, -1.612927], [-0.532454, 3.932869, -1.242265], [-2.061128, 3.720449, -0.931017], [0.349109, 1.243912, -3.880968], [0.375392, 0.301703, -4.020579], [0.223586, 1.573226, -4.768034], [-3.696969, -1.115740, -0.398172], [-3.163889, -0.434535, -0.957385], [-3.827612, -1.828916, -1.080621], [0.527220, 3.676565, 0.451259], [1.019743, 3.098097, 0.081244], [1.027910, 4.388871, 0.938001], [2.143660, 1.419507, -0.912879], [1.805017, 1.186362, -1.809848], [1.644300, 0.743652, -0.294045], [3.526605, -2.508315, -0.562085], [4.258849, -1.897947, -0.342589], [3.523160, -3.182038, 0.155570]], "forces_ev_per_a": [[0.51, -0.63, -0.75], [0.36, -0.09, -1.63], [-0.18, -1.21, -0.61], [-0.69, 1.76, 3.28], [0.98, -0.27, 0.04], [2.49, -1.28, -2.05], [1.14, -1.77, -1.10], [0.24, 1.92, 1.48], [-1.36, 1.37, 0.50], [0.32, -0.52, 0.25], [-0.59, -0.99, -0.56], [-0.63, -0.63, -0.98], [0.28, -0.13, -0.47], [-3.51, -0.30, 1.16], [-0.23, 1.42, 0.20], [0.52, 1.77, 1.96], [-0.51, -0.52, -0.51], [0.40, 0.07, 0.12], [-0.19, -0.76, 2.42], [-0.38, 0.12, -2.32], [-3.40, 2.85, 6.62], [1.62, -3.34, -6.60], [1.71, 0.49, -0.10], [1.61, 0.30, -1.85], [-1.08, -0.05, 0.35], [-0.64, -0.03, 1.40], [0.04, 0.19, 0.21], [-0.01, -0.69, 0.19], [-0.04, 0.50, -0.36], [1.33, 0.62, -2.66], [-1.24, -1.33, 1.52], [0.10, 0.85, 1.13], [-5.37, 7.65, 4.84], [6.20, -6.20, -3.84], [-0.52, -1.65, -1.07], [-1.73, -1.73, 0.25], [0.32, 0.47, 0.84], [1.61, 1.73, -1.22], [0.99, -0.27, 0.75], [-0.48, -0.49, -0.11], [0.01, 0.77, -0.72]], "charge": 0, "e_homo_ev": -8.753, "homo_lumo_gap_ev": 8.76, "de_lowest_kj_mol": 220.09, "smiles": "O=C(CCS)NCO.O.O.O.O.O.O.O.O", "total_energy_ha": -1372.65445}